# 1
ORCA calculation (ωB97M-V/def2-TZVPD) on a 2-piece molecular cluster, C4H3S2 overall.

Its molar mass is 115.2 g mol⁻¹. The value obtained for the highest occupied orbital energy is -3.68 eV. Its net charge is -1. As for the LUMO energy: 2.40 eV. The spin multiplicity is 1. The calculation puts the electronic energy at -25864.470 eV. As for the energy above the lowest of the compared OMol25 structures with the same formula, charge and spin: 63.33 kcal/mol. As for the HOMO-LUMO gap: 6.1 eV.

Atoms and positions in Å:
C  -0.2401  0.7621  -0.3095
C  -2.6283  0.0521  0.3042
C  -1.4694  0.3364  -0.0530
C  1.0185  1.0155  -0.4187
S  -4.1167  -0.6236  0.3999
S  2.6330  -1.4800  0.1547
H  1.5870  1.9691  -0.7769
H  1.7429  0.1438  -0.0678
H  1.4731  -2.1752  0.7672

Atomic partial charges in e from the Löwdin method, atoms 1 to 5: -0.105, -0.719, -0.151, -0.088, 0.484


# 2
ORCA calculation (ωB97M-V/def2-TZVPD) on one molecule with the formula C4H5FS.

Its molar mass is 104.1 g mol⁻¹. The value obtained for the highest occupied orbital energy is -8.46 eV. As for the LUMO energy: 0.89 eV. The spin multiplicity is 1. The calculation puts the electronic energy at -17780.805 eV. As for the structure (SMILES): F[C@H]1C=CSC1. As for the energy above the lowest of the compared OMol25 structures with the same formula, charge and spin: 5.27 kcal/mol. As for the HOMO-LUMO gap: 9.4 eV.

Atoms and positions in Å:
F  1.8322  -0.3684  -0.7301
C  1.1301  -0.1533  0.4477
C  0.6058  1.2320  0.3420
C  -0.6536  1.2466  -0.0853
S  -1.5041  -0.2746  -0.1956
C  -0.0925  -1.1279  0.4561
H  1.8509  -0.1044  1.2734
H  1.2235  2.1479  0.5235
H  -1.2020  2.0953  -0.3202
H  -0.2741  -1.6363  1.4727
H  0.0380  -1.9769  -0.2113

Atomic partial charges in e from the Löwdin method, atoms 1 to 5: -0.026, -0.384, -0.132, -0.416, 0.899


# 3
ORCA calculation (ωB97M-V/def2-TZVPD) on a 2-piece molecular cluster, C2H8N2O overall.

Its molar mass is 76.1 g mol⁻¹. The value obtained for the highest occupied orbital energy (alpha / beta) is 1.02 / -2.97 eV. Its net charge is -1. As for the LUMO energy (alpha / beta): 4.55 / 4.48 eV. The spin multiplicity is 2. The calculation puts the electronic energy at -7229.420 eV. As for the energy above the lowest of the compared OMol25 structures with the same formula, charge and spin: 32.14 kcal/mol. As for the HOMO-LUMO gap (alpha / beta): 3.5 / 7.5 eV.

Atoms and positions in Å:
C  -1.2339  0.5335  0.1647
N  -0.3568  -2.1275  0.5041
C  0.5510  -1.0141  0.2721
N  0.1960  0.3004  0.1265
H  -1.3825  1.6020  0.3336
H  -1.6732  0.1137  1.0981
H  -1.7490  0.2048  -0.7574
H  -1.3387  -1.8838  0.4938
H  -0.2369  -2.8915  -0.1471
H  1.5802  -1.2884  0.4324
H  1.5345  1.4382  -0.8434
H  1.8864  2.8992  -0.6146
O  2.2229  2.1135  -1.0628

Atomic partial charges in e from the Löwdin method, atoms 1 to 5: -0.293, -0.067, -0.417, -0.219, 0.034


# 4
ORCA calculation (ωB97M-V/def2-TZVPD) on one molecule with the formula C3H6F2S.

Its molar mass is 112.1 g mol⁻¹. The value obtained for the highest occupied orbital energy is -8.88 eV. As for the LUMO energy: 0.94 eV. The spin multiplicity is 1. The calculation puts the electronic energy at -19478.037 eV. As for the structure (SMILES): CSCC(F)F. As for the energy above the lowest of the compared OMol25 structures with the same formula, charge and spin: 10.86 kcal/mol. As for the HOMO-LUMO gap: 9.8 eV.

Atoms and positions in Å:
C  2.2009  0.1216  0.3027
S  0.8905  -0.7008  -0.6725
C  -0.5621  0.2276  0.0310
C  -1.9510  -0.3457  -0.4250
F  -2.9064  0.5863  -0.2977
F  -2.1817  -1.3743  0.3985
H  2.2873  1.1750  0.1247
H  3.1606  -0.3512  0.0834
H  1.9597  -0.1640  1.2734
H  -0.4606  0.3408  1.1296
H  -0.4635  1.1129  -0.5067
H  -1.9738  -0.6283  -1.4414

Atomic partial charges in e from the Löwdin method, atoms 1 to 5: -0.399, 0.774, -0.376, -0.468, 0.066


# 5
ORCA calculation (ωB97M-V/def2-TZVPD) on C8H14CdNO8PSSe as an isolated structure.

Its molar mass is 506.6 g mol⁻¹. The value obtained for the highest occupied orbital energy is -2.40 eV. Its net charge is -2. As for the LUMO energy: 4.80 eV. The spin multiplicity is 1. The calculation puts the electronic energy at -116427.997 eV. As for the energy above the lowest of the compared OMol25 structures with the same formula, charge and spin: 10.67 kcal/mol. As for the HOMO-LUMO gap: 7.2 eV.

Atoms and positions in Å:
Cd  -9.7299  3.8172  6.9295
C  -11.4130  3.0734  11.7247
C  -10.0741  2.9591  11.4611
C  -9.6319  3.2166  10.1506
N  -10.4560  3.4215  9.1559
C  -11.7965  3.4441  9.3340
C  -12.2647  3.3787  10.6231
H  -11.8283  3.0590  12.7736
H  -9.3840  2.7429  12.2665
H  -8.5764  3.2217  9.9100
H  -12.4094  3.5577  8.4989
H  -13.3559  3.4181  10.7046
C  -6.6262  2.8958  5.5385
P  -7.7272  1.9786  6.7968
C  -6.4832  1.5614  8.1107
C  -7.7417  0.3585  6.0181
H  -5.8888  2.0754  5.3400
H  -6.2194  3.8315  5.9402
H  -7.3428  3.0795  4.7117
H  -5.6326  1.1495  7.5506
H  -6.9313  0.7497  8.7304
H  -6.1830  2.4822  8.6109
H  -6.7108  0.2835  5.5376
H  -8.4462  0.4075  5.2343
H  -7.7853  -0.5508  6.7064
O  -9.5851  3.6867  4.5144
Se  -10.8056  2.6012  4.4274
O  -12.1588  3.1491  3.6901
O  -11.1834  2.3377  6.0609
O  -10.3777  1.2107  3.7238
O  -7.5340  7.0521  8.4149
S  -8.3977  5.8651  8.5061
O  -9.4144  5.8762  7.3453
O  -7.5990  4.5715  8.4108
O  -9.1238  5.9161  9.7978

Atomic partial charges in e from the Löwdin method, atoms 1 to 5: 1.295, -0.089, -0.070, -0.159, -0.011


# 6
ORCA calculation (ωB97M-V/def2-TZVPD) on C22H30BrGaN2P2 as an isolated structure.

Its molar mass is 534.1 g mol⁻¹. The value obtained for the highest occupied orbital energy is -13.57 eV. Its net charge is +2. As for the LUMO energy: -5.24 eV. The spin multiplicity is 1. The calculation puts the electronic energy at -167265.800 eV. As for the HOMO-LUMO gap: 8.3 eV.

Atoms and positions in Å:
Ga  0.7356  0.3654  0.5872
Br  1.8753  -1.2248  2.4437
C  0.2519  -1.2436  3.5196
C  0.2521  -1.9735  4.6711
C  -0.9150  -2.0093  5.4521
C  -2.0310  -1.3298  5.0519
C  -2.0339  -0.5662  3.8656
C  -3.1797  0.1462  3.4504
C  -3.1667  0.9020  2.3125
C  -1.9914  0.9813  1.5519
C  -0.8455  0.3018  1.8948
C  -0.8523  -0.5000  3.0618
H  1.1264  -2.5167  4.9926
H  -0.9148  -2.5814  6.3662
H  -2.9344  -1.3616  5.6425
H  -4.0726  0.0893  4.0498
H  -4.0486  1.4369  1.9905
H  -1.9812  1.6060  0.6709
C  0.8807  2.8504  -2.2865
P  -0.2057  1.5666  -1.5485
C  -1.8510  2.3725  -1.6860
C  -0.3377  0.2973  -2.8589
C  -0.6392  0.7089  -4.1553
C  -0.8571  -0.2179  -5.1577
C  -0.7800  -1.5728  -4.8732
C  -0.4686  -1.9948  -3.5940
C  -0.2408  -1.0726  -2.5772
P  0.1679  -1.6577  -0.8984
C  1.2145  -3.1358  -1.1319
C  -1.3813  -2.4041  -0.2949
H  0.3597  3.3878  -3.0773
H  1.7798  2.4043  -2.7087
H  1.1607  3.5731  -1.5199
H  -1.9738  2.7640  -2.6945
H  -1.9226  3.1986  -0.9780
H  -2.6436  1.6527  -1.4844
H  -0.7185  1.7603  -4.3882
H  -1.1011  0.1169  -6.1525
H  -0.9650  -2.2982  -5.6478
H  -0.4178  -3.0535  -3.3874
H  0.6453  -3.9182  -1.6331
H  1.5139  -3.5038  -0.1498
H  2.1058  -2.9094  -1.7147
H  -1.7437  -3.1405  -1.0135
H  -2.1421  -1.6400  -0.1350
H  -1.1672  -2.8972  0.6551
N  2.7408  0.2738  -0.4461
C  3.5467  1.4958  -0.2892
C  3.3899  1.9770  1.1498
N  1.9499  2.0792  1.4431
H  3.2574  -0.5012  -0.0219
H  2.6603  0.0332  -1.4365
H  3.1649  2.2591  -0.9685
H  4.6042  1.3258  -0.5137
H  3.9059  2.9329  1.2821
H  3.8340  1.2412  1.8254
H  1.5848  2.9448  1.0412
H  1.8158  2.1794  2.4518

Atomic partial charges in e from the Löwdin method, atoms 1 to 5: 0.254, 0.911, -0.502, -0.093, -0.038